18
Properties=species:S:1:pos:R:3:forces:R:3 method="wB97M-V/def2-TZVPD" orbital_gap_ev=11.517 smiles="CS(=O)(=O)O.C#N.C=C" multiplicity=1 homo_energy_ev=-10.645
C 2.796090 3.351731 -0.143980 0.1 0.1 0.8
H -2.406637 -4.085365 -0.084588 0.1 -2.1 -0.8
H 3.477627 3.777075 0.603558 -0.4 0.5 -0.6
O -0.617854 -1.593963 1.003098 0.6 -0.4 1.9
H -1.476293 -0.286568 -0.402907 0.6 3.5 1.7
H 3.730079 1.446880 -0.001592 1.0 0.0 0.7
H 2.310767 1.443200 -0.969126 -0.3 0.5 -0.4
O -0.198199 -2.984162 -0.953125 1.1 -1.2 -1.4
H -3.499268 -2.788688 -0.668639 0.3 0.2 -0.3
H 0.458379 2.242435 1.580877 0.5 0.4 0.6
H -3.016076 -3.045633 1.010157 -0.5 0.7 1.4
C -2.715404 -3.098171 0.006651 2.0 0.9 -0.1
O -1.665746 -0.984073 -0.960811 -0.7 -3.1 -3.4
H 1.931261 3.858109 -0.570870 0.4 0.3 0.3
S -1.071335 -2.206557 -0.189922 -3.8 0.6 0.5
N -0.819864 1.157904 0.182615 -0.1 0.5 0.4
C -0.191720 1.717621 0.951107 -0.2 -0.2 -0.6
C 2.974200 2.078219 -0.392497 -0.8 -1.5 -0.6

***

77
Properties=species:S:1:pos:R:3:forces:R:3 method="wB97M-V/def2-TZVPD" total_charge=+2 orbital_gap_ev="8.519 / 6.228" s_squared=6.0563 multiplicity=5 homo_energy_ev="-14.137 / -14.938"
H 2.347194 -1.983383 -2.198675 0.0 0.1 -0.1
H 2.499849 2.672704 -0.071571 0.1 -0.1 -0.1
H -0.041303 4.970588 1.511760 -0.1 0.1 0.0
H -1.482097 0.445149 4.738450 -0.2 0.0 0.0
H -3.155570 1.715147 -1.132919 0.0 -0.1 -0.1
C -0.813695 1.056919 4.136657 0.3 -0.2 -0.2
H 1.212797 4.886371 0.253415 0.0 0.1 -0.1
C -0.794890 -3.928272 0.434767 -0.1 0.4 0.0
H 3.686362 -2.977130 1.120536 0.1 0.0 0.0
H -2.234535 3.220409 1.372138 0.1 -0.1 0.0
C 0.407266 3.541667 -2.130089 0.0 0.0 0.1
Os -0.334752 -0.243253 0.449484 0.2 0.1 1.1
C 1.003407 -0.609294 4.652923 -0.2 0.2 -0.3
C -0.408608 -1.142834 -2.511097 -0.2 -0.8 -0.5
H 3.760308 -1.996520 -1.159616 0.1 0.0 0.1
C -2.279700 4.215811 -0.537548 0.1 0.0 0.1
H -1.561964 4.985977 -0.270634 0.1 0.1 0.0
C -0.265927 -0.764799 2.479301 -0.2 -0.3 -0.7
C -0.225374 -2.438464 -1.954223 0.0 0.4 0.1
H 2.060379 1.232470 0.879474 0.2 0.2 0.0
H 2.471523 -0.833511 -0.852267 0.1 0.1 0.0
N -0.100010 -0.054927 -1.751569 -0.1 -0.4 0.7
H -1.343222 -0.936964 2.671291 0.1 -0.2 0.0
H 0.354141 -4.460357 2.223919 0.0 0.0 0.1
H -0.440778 -4.785677 -0.150321 0.0 0.2 0.0
H -4.173794 2.296963 0.173264 -0.1 0.0 0.0
C -2.259230 -3.627673 0.105263 0.0 0.0 -0.2
C 0.262396 1.129924 -2.314350 0.3 1.0 -0.2
H -1.100651 -3.492215 2.542340 0.0 0.1 0.1
H 0.234029 4.458521 -1.590845 0.0 0.0 0.1
H 1.814294 -1.206830 4.241958 0.1 -0.1 0.0
C 0.896588 4.505487 1.218944 -0.2 -0.1 0.0
H -2.428678 -3.513623 -0.965012 -0.1 0.0 0.0
H -3.271961 4.628346 -0.371738 -0.1 0.0 0.0
C -0.346522 -3.556311 -2.761904 0.1 0.2 0.2
H -2.884530 -4.445797 0.456921 -0.1 0.0 0.0
H -0.820871 -4.305137 -4.710615 0.0 -0.1 -0.1
C -0.921033 -1.047052 -3.822702 0.0 0.1 0.0
H 1.646569 4.811599 1.946647 0.1 0.0 0.0
H -2.191118 3.986446 -1.597332 0.0 0.0 -0.1
P 0.189921 -2.465860 -0.179726 0.4 -1.5 -0.7
H 2.503924 -1.742395 1.554117 0.0 0.1 0.1
C 0.926725 3.619371 -3.416352 0.0 -0.1 -0.1
C -0.737228 -3.427802 -4.089944 0.0 0.1 0.0
C 0.288785 0.178153 3.546428 0.5 0.5 0.2
H 1.097440 0.324437 -4.132419 0.0 0.0 -0.1
H -1.475788 -2.090667 -5.592345 0.0 0.0 -0.1
H 2.122157 -3.866949 -0.622759 -0.2 0.0 0.0
H -1.398960 1.529448 3.347049 -0.1 0.1 0.0
H -0.139989 -4.540449 -2.369446 0.0 -0.1 0.1
H 1.056327 0.814943 3.082952 -0.1 0.0 0.1
C 2.622758 -2.753638 1.163585 0.0 -0.1 0.0
C -0.670272 -4.269875 1.916394 0.2 0.0 -0.1
H 2.172322 -3.457113 1.856908 0.0 0.0 0.2
C -1.078145 -2.176188 -4.593656 0.0 0.0 0.0
C 1.178659 2.452213 -4.127146 0.0 0.1 0.0
C -3.181641 1.921702 -0.063887 0.0 -0.1 0.2
C 2.150078 2.332696 0.902000 -0.2 -0.1 0.1
H 0.306635 -1.268944 5.164806 -0.1 -0.1 0.1
C 0.850434 1.227165 -3.594987 0.0 -0.2 0.1
H 1.647934 2.501250 -5.095410 0.0 0.0 -0.2
H 0.259887 -1.719191 2.586759 -0.2 -0.1 0.0
C 2.682754 -1.857688 -1.172250 -0.1 -0.1 0.0
H -1.237978 -5.181044 2.100726 0.0 0.0 0.0
H -2.586039 -2.713690 0.613014 0.0 -0.1 0.0
H -1.224212 -0.080468 -4.198168 0.0 0.0 -0.1
C 0.807613 2.985757 1.242841 -0.1 -0.5 0.0
H 1.421016 0.075081 5.386810 0.1 0.0 0.1
C 2.012378 -2.852099 -0.227623 -0.2 0.3 0.2
C 0.106786 2.319383 -1.551025 -0.1 -0.3 0.1
H -3.037627 0.980054 0.483173 -0.1 0.1 -0.1
H 0.514416 2.701434 2.261501 0.0 -0.1 -0.1
P -0.461804 2.121380 0.178436 -0.2 1.6 -0.2
H -0.398238 1.823473 4.784518 0.0 0.1 0.0
C -2.125291 2.961658 0.312114 0.2 -0.5 0.0
H 1.155044 4.581200 -3.851354 0.0 0.0 0.0
H 2.902930 2.602790 1.639939 0.0 -0.1 0.1

***

45
Properties=species:S:1:pos:R:3:forces:R:3 method="wB97M-V/def2-TZVPD" orbital_gap_ev=9.175 smiles="C[C@@]1(c2ccccc2)NC(=O)N(CC(=O)NC(=O)NCc2ccco2)C1=O" multiplicity=1 homo_energy_ev=-8.650
H 1.009077 1.825390 -4.106932 -0.1 0.0 0.0
O -1.322048 1.390920 2.733653 -0.2 0.1 -0.4
O 1.427888 -4.753543 -0.136072 0.1 -0.1 0.0
H -2.863688 2.442464 -0.762076 -0.1 0.0 0.0
H -1.677013 0.856852 -2.187531 0.0 -0.1 0.0
C -1.657588 0.087528 2.722677 -0.1 -0.8 0.4
H -0.357251 0.437991 5.693571 0.1 0.1 0.2
C 0.975765 2.294232 -0.661889 0.0 0.1 0.0
H -1.464570 -1.516102 4.193916 0.0 -0.2 0.0
H 2.679067 -2.017418 0.181441 -0.1 -0.1 -0.1
C 1.739571 1.244645 -3.547934 0.1 -0.2 0.2
N -1.677865 -1.742612 1.094791 -0.4 -0.1 0.1
H -1.617516 3.926535 0.763806 0.0 0.1 0.1
C -0.376597 -1.792800 0.709208 0.0 -0.5 0.0
C -1.085538 3.238652 0.124240 -0.1 0.0 0.0
C -0.740463 0.531109 4.698461 0.1 0.5 -0.2
N 1.645743 -1.577519 -1.528405 0.1 -0.3 -0.1
C 1.050730 0.487076 -2.410471 0.1 0.4 -0.1
H -2.082017 0.253077 0.672791 -0.2 -0.1 0.1
H 2.230208 0.544082 -4.219916 0.1 0.0 -0.1
C 0.278907 1.447950 -1.514776 -0.1 0.0 0.0
C -1.107089 1.508649 -1.541273 0.1 0.0 -0.1
H 2.051787 2.238944 -0.619309 0.1 0.0 0.0
H -0.571000 -3.851644 0.704650 0.2 0.1 -0.1
C -1.321443 -0.492893 3.911120 -0.3 0.2 -0.6
H -0.443710 2.655441 4.110587 0.0 0.2 -0.1
N 0.065432 -3.096239 0.477527 -0.4 -0.2 0.5
C 0.495652 -1.778743 -2.293088 0.1 0.0 -0.2
C 2.223626 -2.564736 -0.652207 0.3 -0.1 -0.1
H -2.171141 -2.585094 1.337336 0.1 0.0 -0.1
C -2.265385 -0.470790 1.473236 0.3 0.3 0.0
C -1.783928 2.403057 -0.728120 -0.1 0.1 0.0
H 0.851158 3.820691 0.823199 0.1 0.1 0.1
N 0.236920 -0.601051 -2.902980 -0.1 0.4 -0.2
C -0.769871 1.651104 3.928652 0.3 -0.2 0.9
C 0.296666 3.178355 0.155737 0.0 0.0 0.0
H -3.341948 -0.620491 1.586999 0.1 0.0 -0.1
H 2.485384 1.916420 -3.133220 0.0 0.1 0.0
H -0.570150 -0.470656 -3.487227 0.0 -0.2 0.1
O 0.308857 -0.807802 0.576846 0.1 0.4 0.1
H 2.998067 -3.137309 -1.175247 -0.2 0.0 0.2
C 2.063768 -0.276354 -1.551965 -0.1 -0.2 -0.3
O -0.115097 -2.813849 -2.387279 -0.1 -0.3 -0.1
C 1.220683 -3.567322 -0.112931 0.1 0.2 0.0
O 3.047960 0.153806 -1.013597 0.2 0.1 0.1

***

46
Properties=species:S:1:pos:R:3:forces:R:3 method="wB97M-V/def2-TZVPD" total_charge=-1 orbital_gap_ev=10.026 multiplicity=1 homo_energy_ev=-7.865
O 0.963682 -3.505130 -1.015891 0.4 -0.8 0.0
O 4.116702 -3.216650 -0.098021 0.5 0.1 -0.1
F 0.686832 1.467280 0.033039 -1.0 -0.2 -0.9
H 1.171192 -3.239760 -1.911861 0.1 0.1 -0.2
F -0.562278 -1.530370 -0.215461 0.1 0.3 -0.9
F 0.204072 -0.267150 1.424669 0.7 0.2 -0.5
H -1.230138 -0.757120 -4.356161 0.2 0.4 0.1
H 1.265362 3.825150 1.476029 0.3 0.0 -0.1
H 2.072502 2.565680 0.208279 -0.3 -0.5 -0.2
H -4.301228 -0.771800 0.616159 0.0 0.1 0.2
H 0.553642 -2.733160 -0.625821 -0.2 0.1 0.1
H -1.582328 -4.343850 1.999089 0.1 -0.2 -0.1
P 0.062652 -0.035600 -0.200561 -0.3 0.6 1.7
O -1.325888 -1.650650 -4.685811 -0.1 -0.6 -0.3
O 0.411152 1.683590 3.970479 -0.2 0.1 0.2
O -4.072508 -0.896630 -0.304901 -0.3 -0.4 -0.2
H 3.356492 2.703180 -0.581881 0.2 -0.2 -0.1
H -1.956678 1.423630 -4.861021 -0.2 0.1 -0.2
H 3.431342 -2.662310 0.275089 -0.4 0.1 0.1
H 4.172742 0.450450 0.681789 -0.2 0.1 0.2
O -1.238418 1.019020 -4.374601 0.2 0.2 -0.2
H -1.755198 -2.876880 1.667399 0.0 0.3 -0.3
O 0.316032 -1.513000 4.018909 0.3 -0.1 0.4
O 2.905062 3.037730 0.193049 0.3 0.6 0.4
H -0.013168 -0.632540 3.838189 -0.2 0.2 0.0
O 4.470802 0.175940 -0.185401 0.4 0.2 -0.2
H -1.636348 2.340860 3.043309 0.3 0.0 0.1
H -1.763238 1.969050 1.581269 0.2 -0.1 -0.2
O -1.659368 -3.480120 2.404389 0.0 0.0 0.4
F 1.613372 -0.511210 -0.440961 -0.9 -0.6 0.2
H -3.514148 -0.148660 -0.517031 0.3 0.4 -0.1
H -0.103298 -2.066010 3.359689 -0.2 -0.3 -0.2
O 0.440792 4.293030 1.607949 -0.3 0.1 0.4
H 3.829042 -4.110790 0.086359 -0.2 -0.1 0.0
F -1.466468 0.543610 0.171959 1.4 -0.1 -1.8
H 3.824722 -0.471580 -0.467391 -0.2 -0.1 -0.1
H 0.371482 4.875190 0.851299 0.0 0.1 -0.2
H -3.718718 1.037460 -3.176821 -0.2 -0.2 0.0
O -2.256768 1.996310 2.400969 -0.6 0.1 0.2
O -3.153718 1.457020 -2.528001 -0.6 0.3 0.4
H 1.039062 1.228590 3.409299 0.1 -0.2 -0.4
H -0.550128 1.684150 -4.365421 0.4 0.1 0.2
H 0.899602 2.427320 4.323339 0.1 0.2 0.1
H -1.984678 -2.047410 -4.115901 -0.1 -0.2 0.2
F -0.062968 0.099340 -1.859111 -0.6 0.3 2.1
H -2.270658 1.164820 -2.753961 0.4 -0.2 0.0

***

62
Properties=species:S:1:pos:R:3:forces:R:3 method="wB97M-V/def2-TZVPD" orbital_gap_ev=8.501 multiplicity=1 homo_energy_ev=-8.470
O -3.574289 1.065224 3.033066 0.0 1.4 0.1
O -3.019961 -3.521800 1.411442 -0.2 -0.9 -0.5
H 3.189595 -0.593403 -2.824267 0.0 0.5 -0.2
H -1.781624 0.688202 0.706845 -0.6 -0.3 -0.4
C -0.361109 -0.001917 -0.658165 1.1 -0.3 1.6
H -2.928059 0.532779 2.577693 0.2 -1.2 0.3
H -1.503513 -3.949638 -0.452272 -0.1 0.1 0.1
H 2.490564 -1.754886 0.760642 -0.4 0.1 -0.1
H -2.218386 -0.903060 -0.196843 -0.5 0.4 0.2
H -2.208064 -1.632905 4.256975 0.8 0.2 0.4
O -0.147909 3.284819 1.330328 -0.5 0.4 0.2
H -0.869466 3.760420 -0.546493 0.3 0.3 0.2
H 1.206572 -0.836996 2.711087 0.6 -0.2 -0.4
H 4.635568 -1.831398 -0.758151 0.0 0.2 -0.3
H -1.155898 -0.833814 1.197522 0.4 -0.3 -0.2
H -2.987835 -3.600014 -1.897291 -0.1 0.1 -0.2
H -0.937423 1.713296 -1.902302 0.3 0.5 0.5
H 0.197194 -0.915581 -0.853816 -0.4 -0.4 -0.5
O -0.131343 -2.966740 -3.240061 -0.3 -0.5 -1.3
H -1.072653 2.989754 1.247990 -0.1 0.1 0.1
O 3.147290 0.920865 -1.180967 -0.6 0.6 0.3
C -1.478557 -0.289177 0.318854 0.1 0.3 -0.2
O -3.436484 -3.001747 -1.290244 0.1 -0.1 -0.1
O 0.642195 0.794726 0.038923 -0.1 0.5 0.2
O 1.872545 3.337013 -1.236031 0.1 0.2 0.0
H 0.505999 -3.094676 -2.543515 -0.1 0.4 0.5
H -4.372649 0.572706 3.208101 0.0 -0.5 -0.2
O 4.793842 -1.111458 -0.143493 0.2 -0.2 0.6
H 4.502305 -0.275720 -0.540725 -0.4 -0.1 -0.3
H 1.405456 3.289337 -0.392181 0.1 -0.1 0.1
H -2.266034 -3.263759 1.949583 -0.2 0.6 0.1
H -3.258676 -3.360695 -0.407928 -0.1 0.0 0.0
H 3.596880 2.139031 1.922856 0.3 0.1 -0.2
H -0.694319 -2.216037 -3.056704 0.1 0.1 0.6
H 0.313421 2.448613 1.363274 0.3 -0.5 -0.2
H -0.234173 -4.755137 -0.691513 0.0 -0.1 0.0
O 2.552419 -1.826418 1.718690 0.3 -0.1 0.0
H 2.311516 2.976453 2.126204 0.2 0.4 0.0
H -3.688083 -2.834033 1.366088 0.3 0.4 0.6
O 2.665964 2.088133 2.128155 -0.6 -0.5 0.2
O -3.001818 2.462725 0.642554 0.9 0.5 -1.0
H -1.638710 0.256951 -2.331307 0.1 -0.3 0.0
H 3.157769 1.896452 -1.241418 0.4 -0.2 -0.4
O 0.585539 -0.099857 2.791887 -0.5 0.1 0.3
H -3.176667 1.933417 1.422141 -0.8 0.4 0.7
H 0.643775 0.538975 0.982092 0.2 -0.3 -0.3
O -1.878838 -1.257200 3.443276 -1.3 -0.3 -1.3
H 1.204647 0.875215 -2.935956 0.1 -0.1 0.1
H 0.183747 -0.336841 -3.606435 0.3 -0.1 -0.1
C -0.690152 0.664163 -1.965819 -0.4 -0.7 -0.7
H -3.343885 3.356112 0.737548 -0.3 -0.2 0.4
H 3.506455 -1.693741 1.804239 0.0 0.1 0.2
H 1.031442 0.560883 3.334491 0.1 0.0 -0.1
O -0.722633 4.063343 -1.448069 -1.0 -2.3 -0.8
H 2.234305 0.886240 -0.791885 0.5 -0.7 0.0
H -0.965461 -0.967646 3.370227 0.5 0.1 0.9
O 3.270016 -0.983323 -3.703249 -0.1 -0.7 0.2
O -0.550012 -3.870069 -0.489180 0.5 0.0 0.2
H 3.489585 -0.289577 -4.322088 0.1 0.3 0.1
N 0.319974 0.408942 -2.958110 -0.4 0.5 -0.2
H -0.473406 4.950454 -1.463081 0.5 2.3 0.4
H 1.111503 3.414039 -1.833222 0.1 0.0 0.0

***

Record order is preserved below.
Strongest force on any atom: 4.65; 1.73; 0.92; 2.25; 2.69 eV/A
Record order is preserved below.
E: -836.3753; -1921.4747; -1292.0354; -1934.5931; -1472.7307 Eh